A molecular structure, C3H7NO2P2 at a distorted geometry. Source: the Open Molecules 2025 dataset; level of theory: the ωB97M-V functional and the def2-TZVPD basis.

The geometry in XYZ format:
```
15
C3H7NO2P2 the ωB97M-V functional and the def2-TZVPD basis
C 0.51844 1.17179 -0.82916
C 0.88167 -1.36265 -0.57077
C 0.66803 -0.02507 0.08092
N -1.01570 -0.25943 0.82809
O -0.12779 1.50825 2.55076
O -3.44338 -0.30751 0.27954
P -1.17053 0.52134 2.40511
P -2.14616 -0.74021 -0.23003
H -0.36931 1.12063 -1.46622
H 0.65015 2.07667 -0.15440
H 1.36955 1.34291 -1.52351
H 0.14332 -2.18615 -0.41716
H 1.79013 -1.77008 -0.22128
H 0.93302 -1.23401 -1.62732
H 1.31857 0.14351 0.89542
```

Values from the calculation:
Electronic energy: -1006.456257 hartree
Energy relative to the best compared isomer or geometry (same formula, charge and spin): 0.00 kcal per mole
Frontier orbital gap: 8.89 eV
Lowest unoccupied orbital energy: -0.60 eV

A gas-phase ion, C3H2N3O2 (charge +1) at a distorted geometry. Source: the Open Molecules 2025 dataset; level of theory: the ωB97M-V functional and the def2-TZVPD basis.

The geometry in XYZ format:
```
10
C3H2N3O2 the ωB97M-V functional and the def2-TZVPD basis
C -0.81691 0.43135 -0.01525
C 0.38969 -0.89571 -0.17398
C -0.33014 1.55539 0.38105
N -2.80106 -0.44605 -1.00783
N -1.91279 0.06431 -0.58103
N 1.55474 -0.47675 0.23065
O 0.12237 2.51960 0.76354
O -0.09211 -1.89447 -0.55748
H 1.69624 0.42176 0.63048
H 2.18997 -1.27943 0.32985
```

Values from the calculation:
Charge: +1
Electronic energy: -429.909293 hartree
Energy relative to the best compared isomer or geometry (same formula, charge and spin): 0.00 kcal per mole
Frontier orbital gap: 10.39 eV
Lowest unoccupied orbital energy: -5.68 eV

2 unconnected molecules or ions with the total composition C2H4P2 at a distorted geometry. Source: the Open Molecules 2025 dataset; level of theory: the ωB97M-V functional and the def2-TZVPD basis.

The geometry in XYZ format:
```
8
C2H4P2 the ωB97M-V functional and the def2-TZVPD basis
C 0.56897 1.53000 0.85917
C -0.18463 -0.55360 -0.66384
P -0.22278 -1.64254 -1.89309
P 0.72800 0.88933 -0.65726
H 0.89270 2.55227 1.05633
H -0.28883 1.25401 1.56074
H -0.78561 -1.39943 0.89065
H -0.70782 -2.63005 -1.15270
```

Values from the calculation:
Electronic energy: -760.990940 hartree
Energy relative to the best compared isomer or geometry (same formula, charge and spin): 121.28 kcal per mole
Frontier orbital gap (spin up / spin down): 5.24 / 4.86 eV
Multiplicity: 3
Lowest unoccupied orbital energy (spin up / spin down): -1.32 / -3.65 eV

A molecular structure, C45H45Br2N5NbO4S at a distorted geometry. Source: the Open Molecules 2025 dataset; level of theory: the ωB97M-V functional and the def2-TZVPD basis.

The geometry in XYZ format:
```
103
C45H45Br2N5NbO4S the ωB97M-V functional and the def2-TZVPD basis
Nb 11.38303 13.81342 13.11198
C 10.09585 14.13126 7.71781
C 11.22189 13.32388 8.47743
C 11.62878 12.09459 7.64416
C 12.38769 14.20048 8.80091
C 13.52429 14.18515 7.95857
C 14.50854 15.17304 8.06159
C 14.30619 16.27621 8.88065
C 13.17487 16.30887 9.72286
C 12.83119 17.60180 10.42677
C 12.11266 18.53957 9.41215
C 14.12497 18.33597 10.85323
C 12.33113 15.12850 9.87016
N 11.34143 14.94474 10.86690
C 10.11488 15.52200 10.76461
O 9.77011 16.54568 10.13195
C 9.11175 14.65932 11.50114
C 7.72807 14.92140 11.40842
C 6.86725 13.95563 11.95036
C 7.40339 12.84661 12.54694
C 8.77836 12.64997 12.57637
N 9.60641 13.48272 12.01641
C 9.40113 11.31214 12.85492
O 8.75565 10.28112 12.60579
N 10.66724 11.42831 13.31329
C 11.31940 10.17167 13.49478
C 11.12312 9.52369 14.77628
C 11.82266 8.30222 14.96696
C 12.52193 7.65185 13.98267
C 12.55588 8.22811 12.70184
C 11.92959 9.45217 12.43018
C 11.77475 9.88103 10.92587
C 13.08193 9.67326 10.10536
C 10.67682 9.09872 10.24824
C 10.07468 9.98689 15.80901
C 10.54254 9.71442 17.30395
C 8.79926 9.20251 15.67653
H 9.05909 13.71550 7.77101
H 10.41472 14.26473 6.66777
H 10.03051 15.16447 8.17066
H 10.71355 12.92334 9.43095
H 11.94661 12.31781 6.61693
H 10.70499 11.39481 7.52102
H 12.34802 11.48267 8.14894
H 13.64433 13.36411 7.24990
H 15.41063 15.15554 7.43508
H 14.98017 17.11568 8.89230
H 12.13826 17.41772 11.23452
H 11.92592 19.52016 9.84130
H 11.18272 17.98501 9.14275
H 12.72736 18.63940 8.48963
H 14.63887 18.76445 9.95774
H 14.83620 17.68883 11.36528
H 13.88020 19.14567 11.59285
H 7.37722 15.78331 10.79886
H 5.77324 14.08099 11.89959
H 6.84866 11.95412 12.85616
H 11.72631 7.81457 15.92062
H 13.06518 6.73290 14.16252
H 13.05805 7.72413 11.89102
H 11.54823 11.00155 10.91370
H 13.15429 8.64325 9.69933
H 13.98003 9.88449 10.67664
H 12.99415 10.36951 9.26379
H 11.06103 8.11069 9.87088
H 10.32154 9.69004 9.34229
H 9.81465 8.88996 10.92108
H 9.92451 11.05427 15.63180
H 11.54491 9.96934 17.58507
H 10.36420 8.60108 17.44209
H 9.89334 10.24154 18.04143
H 8.01572 9.65678 16.27228
H 8.83735 8.17583 16.07120
H 8.51676 9.04084 14.61154
Br 15.91020 11.48590 11.83699
C 15.24295 11.96541 13.51204
C 16.02811 11.64321 14.64730
C 15.53082 11.85840 15.95283
Br 16.72753 11.48881 17.34874
C 14.18002 12.29384 16.14668
C 13.66233 12.54437 17.42602
C 12.36228 13.02613 17.56322
C 11.62076 13.18164 16.40247
N 12.16424 13.08397 15.15988
C 13.43098 12.59103 14.96854
C 13.96036 12.55544 13.64779
O 13.15203 12.96220 12.64624
H 16.96256 11.10211 14.47879
H 14.27960 12.39429 18.35361
H 11.96100 13.33670 18.50408
H 10.58564 13.55396 16.40118
O 10.07192 14.50268 14.45813
N 9.93168 15.89525 14.48383
C 8.82626 16.26673 15.22616
C 8.69747 17.61802 15.51487
C 9.73390 18.51346 15.19709
C 10.89076 18.04797 14.50154
C 10.99693 16.66899 14.20769
S 12.50169 15.90866 13.66587
H 8.10709 15.45970 15.36270
H 7.78782 17.93618 15.97973
H 9.62189 19.56816 15.51428
H 11.72178 18.69328 14.24506
```

Values from the calculation:
Charge: +1
Electronic energy: -7919.508301 hartree
Frontier orbital gap (spin up / spin down): 5.27 / 5.27 eV
Lowest unoccupied orbital energy (spin up / spin down): -5.07 / -5.07 eV

C7H5N3O2 in the gas phase at a distorted geometry. Source: the Open Molecules 2025 dataset; level of theory: the ωB97M-V functional and the def2-TZVPD basis.

The geometry in XYZ format:
```
17
C7H5N3O2 the ωB97M-V functional and the def2-TZVPD basis
C -1.72597 2.06573 -0.13528
C -0.74924 0.88087 -0.11153
C -0.83671 -0.23218 -0.94926
C 0.29540 -1.00418 -0.53860
C 1.83279 -2.58610 -0.24891
C 2.46396 -1.95969 0.67889
C 2.00698 -0.78631 1.07241
H -2.97916 0.67761 0.60597
H -1.42778 -0.47001 -1.79278
H 2.19156 -3.61320 -0.65949
H 3.36337 -2.46801 1.17435
H 2.30148 -0.18060 2.01157
N 0.74698 -2.20379 -1.00785
N 0.81505 -0.29272 0.49342
N 0.28301 0.82997 0.74626
O -3.04976 1.78455 0.28043
O -1.46124 3.14684 -0.47653
```

Values from the calculation:
Electronic energy: -584.414493 hartree
Energy relative to the best compared isomer or geometry (same formula, charge and spin): 63.99 kcal per mole
Frontier orbital gap: 8.50 eV
Lowest unoccupied orbital energy: -0.61 eV

CH5NO2S in the gas phase at a distorted geometry. Source: the Open Molecules 2025 dataset; level of theory: the ωB97M-V functional and the def2-TZVPD basis.

The geometry in XYZ format:
```
10
CH5NO2S the ωB97M-V functional and the def2-TZVPD basis
C -0.75708 0.31988 -0.99215
N -0.03694 -0.15160 1.49983
O 0.64130 -1.73722 -0.32623
O 1.67430 0.48613 -0.19415
S 0.53060 -0.35129 -0.09257
H -0.33535 0.09968 -2.02289
H -1.78862 0.11819 -0.71426
H -0.56248 1.46145 -0.83811
H 0.27767 -1.04392 1.89846
H 0.35661 0.79870 1.78208
```

Values from the calculation:
Electronic energy: -644.487112 hartree
Energy relative to the best compared isomer or geometry (same formula, charge and spin): 35.88 kcal per mole
Frontier orbital gap: 11.49 eV
Lowest unoccupied orbital energy: 0.71 eV

Q: Which of these has the lowest electronic energy?
A: C45H45Br2N5NbO4S